Computed, not measured: a cluster of 3 separate species, C34H64N3OS in total in a non-equilibrium geometry, with ωB97M-V/def2-TZVPD.

Output
Total charge ... +1
Gap between HOMO and LUMO ... 7.61 eV
E ... -1971.0887 a.u.

Atoms and positions in Å:
C1 2.428 -3.492 2.298
C2 3.704 -3.269 3.284
C3 4.277 -1.752 3.153
C4 5.572 -1.637 2.214
C5 5.541 -0.420 1.173
C6 5.203 1.015 1.862
C7 4.248 1.787 0.819
C8 3.590 3.137 1.389
C9 2.052 3.274 0.950
C10 1.782 4.245 -0.297
C11 1.914 3.519 -1.737
C12 0.959 2.196 -1.844
C13 1.943 0.944 -2.034
C14 1.313 -0.490 -1.691
C15 0.279 -0.507 -0.468
S1 -1.465 -0.366 -1.173
C16 -1.905 -2.008 -1.919
C17 -1.939 -1.797 -3.546
C18 -1.405 -3.106 -4.339
C19 -0.312 -2.597 -5.406
C20 -2.625 -3.786 -5.150
C21 -2.516 0.072 0.291
C22 -3.819 -0.838 0.489
N1 -4.921 -0.191 1.255
C23 -4.448 0.526 2.478
C24 -4.562 2.135 2.254
C25 -5.910 -1.260 1.587
C26 -5.643 -2.331 2.762
O1 -6.970 -1.324 0.909
H1 1.455 -3.128 2.775
H2 2.297 -4.604 2.075
H3 2.589 -2.977 1.281
H4 3.301 -3.364 4.350
H5 4.491 -4.063 3.071
H6 3.460 -1.022 2.839
H7 4.618 -1.468 4.216
H8 5.602 -2.606 1.579
H9 6.570 -1.622 2.782
H10 6.595 -0.369 0.702
H11 4.805 -0.660 0.313
H12 6.166 1.641 1.936
H13 4.661 0.915 2.860
H14 4.747 2.029 -0.180
H15 3.387 1.049 0.583
H16 3.602 3.064 2.541
H17 4.234 4.053 1.129
H18 1.493 3.741 1.850
H19 1.599 2.223 0.834
H20 0.696 4.628 -0.176
H21 2.432 5.197 -0.226
H22 1.550 4.235 -2.567
H23 3.014 3.275 -1.963
H24 0.347 2.191 -0.882
H25 0.199 2.294 -2.707
H26 2.945 1.150 -1.504
H27 2.213 0.916 -3.159
H28 0.858 -1.024 -2.609
H29 2.195 -1.167 -1.374
H30 0.373 0.374 0.255
H31 0.404 -1.457 0.169
H32 -2.916 -2.427 -1.605
H33 -1.129 -2.830 -1.737
H34 -1.229 -0.922 -3.811
H35 -2.997 -1.481 -3.847
H36 -0.907 -3.838 -3.615
H37 -0.633 -1.593 -5.882
H38 0.692 -2.385 -4.876
H39 -0.179 -3.368 -6.238
H40 -2.990 -3.095 -6.001
H41 -3.531 -3.978 -4.479
H42 -2.206 -4.753 -5.622
H43 -2.813 1.182 0.271
H44 -1.864 -0.086 1.231
H45 -4.249 -1.080 -0.556
H46 -3.560 -1.862 0.964
H47 -5.200 0.299 3.326
H48 -3.428 0.199 2.871
H49 -5.111 2.584 3.164
H50 -5.186 2.388 1.332
H51 -3.546 2.652 2.212
H52 -5.687 -3.372 2.273
H53 -4.609 -2.146 3.241
H54 -6.474 -2.212 3.553
N2 2.606 2.545 6.274
C27 3.248 1.857 7.269
C28 3.149 0.517 6.989
C29 2.425 0.390 5.778
C30 2.106 1.659 5.357
H55 2.517 3.547 6.223
H56 3.717 2.380 8.088
H57 3.553 -0.285 7.590
H58 2.168 -0.527 5.269
H59 1.567 2.006 4.489
N3 -4.481 1.214 -7.111
C31 -5.688 1.460 -6.513
C32 -5.494 1.473 -5.154
C33 -4.117 1.231 -4.922
C34 -3.517 1.078 -6.149
H60 -4.327 1.145 -8.104
H61 -6.579 1.604 -7.106
H62 -6.258 1.640 -4.409
H63 -3.619 1.176 -3.965
H64 -2.490 0.884 -6.420

Computed, not measured: a structure of composition C34H65BCoN6O4P, with ωB97M-V/def2-TZVPD.

Output
Total charge ... +2
Gap between HOMO and LUMO (spin up / spin down) ... 6.84 / 6.77 eV
E ... -3712.6592 a.u.

Atoms and positions in Å:
Co1 -0.405 1.086 0.267
C1 2.159 2.332 3.164
C2 1.169 1.159 3.174
C3 1.068 0.552 4.570
C4 1.595 0.150 2.151
C5 2.695 -0.699 2.158
C6 2.773 -1.254 0.889
C7 3.789 -2.265 0.441
C8 3.135 -3.630 0.225
C9 4.618 -1.838 -0.768
N1 1.737 -0.774 0.166
N2 1.014 0.053 0.952
B1 1.344 -0.681 -1.331
N3 1.468 0.815 -1.766
N4 0.981 1.815 -0.948
C10 1.411 2.986 -1.436
C11 2.112 2.749 -2.613
C12 2.117 1.380 -2.806
C13 2.592 0.699 -4.061
C14 1.387 0.157 -4.834
C15 3.697 -0.347 -3.910
C16 1.313 4.321 -0.751
C17 2.714 4.726 -0.272
C18 0.310 4.382 0.387
N5 -0.182 -1.038 -1.446
N6 -0.992 0.042 -1.216
C19 -2.069 -0.049 -2.025
C20 -1.988 -1.270 -2.686
C21 -0.795 -1.864 -2.321
C22 -0.364 -3.256 -2.714
C23 0.990 -3.441 -3.401
C24 -0.491 -4.175 -1.494
C25 -3.053 1.024 -2.452
C26 -2.336 2.310 -2.893
C27 -4.314 1.227 -1.595
H1 1.814 3.130 3.821
H2 2.298 2.737 2.161
H3 3.133 1.996 3.523
H4 0.182 1.546 2.869
H5 2.056 0.232 4.904
H6 0.406 -0.314 4.593
H7 0.711 1.293 5.286
H8 3.379 -0.878 2.971
H9 4.469 -2.351 1.292
H10 2.396 -3.577 -0.575
H11 2.641 -3.987 1.130
H12 3.885 -4.366 -0.065
H13 4.053 -1.940 -1.692
H14 5.498 -2.475 -0.848
H15 4.957 -0.805 -0.681
H16 1.997 -1.380 -2.014
H17 2.569 3.486 -3.252
H18 3.012 1.516 -4.652
H19 0.864 -0.607 -4.256
H20 1.711 -0.290 -5.774
H21 0.676 0.953 -5.064
H22 3.303 -1.310 -3.590
H23 4.463 -0.028 -3.204
H24 4.177 -0.499 -4.876
H25 1.003 5.042 -1.513
H26 3.090 4.019 0.471
H27 2.685 5.717 0.181
H28 3.424 4.749 -1.097
H29 0.478 3.567 1.107
H30 -0.708 4.330 0.016
H31 0.425 5.313 0.942
H32 -2.695 -1.646 -3.407
H33 -1.125 -3.562 -3.437
H34 1.822 -3.339 -2.708
H35 1.137 -2.745 -4.225
H36 1.032 -4.450 -3.811
H37 0.235 -3.891 -0.730
H38 -0.295 -5.208 -1.781
H39 -1.489 -4.122 -1.056
H40 -3.447 0.603 -3.378
H41 -1.854 2.858 -2.087
H42 -3.052 2.976 -3.373
H43 -1.561 2.067 -3.623
H44 -4.906 2.040 -2.014
H45 -4.170 1.444 -0.532
H46 -4.927 0.326 -1.619
C28 -2.481 2.987 1.304
O1 -1.932 2.336 0.134
H47 -3.319 2.409 1.690
H48 -2.804 3.989 1.030
H49 -1.696 3.057 2.053
H50 -2.664 1.974 -0.387
C29 -4.948 -1.168 2.405
C30 -4.199 -1.215 1.100
O2 -3.191 -0.142 1.030
P1 -1.701 -0.307 1.503
O3 -1.291 -1.777 1.185
C31 -0.576 -2.699 2.071
C32 -1.552 -3.658 2.697
O4 -1.653 -0.267 3.081
C33 -2.356 0.660 3.961
C34 -2.534 0.001 5.303
H51 -5.732 -1.925 2.390
H52 -5.422 -0.198 2.557
H53 -4.291 -1.387 3.249
H54 -4.848 -1.024 0.249
H55 -3.689 -2.164 0.948
H56 -0.029 -2.118 2.811
H57 0.141 -3.200 1.425
H58 -2.260 -3.133 3.339
H59 -1.009 -4.380 3.308
H60 -2.098 -4.210 1.931
H61 -3.315 0.907 3.507
H62 -1.747 1.562 4.043
H63 -3.140 -0.902 5.227
H64 -3.040 0.694 5.975
H65 -1.573 -0.258 5.743